The following is a quantum chemistry calculation of a molecular structure, C6H10O in a non-equilibrium geometry, from the OMol25 dataset.

Structure (XYZ):
```
17
Properties=species:S:1:pos:R:3:lowdin_charge:R:1
C -2.021 -0.355 -0.111 -0.088
C -1.120 0.818 -0.387 -0.280
C -0.225 1.399 0.634 -0.114
C 0.449 0.583 -0.397 -0.314
C 0.979 -0.732 -0.101 -0.149
C 2.393 -0.991 -0.276 -0.293
O 3.160 -0.142 -0.655 0.057
H -3.022 0.015 0.113 0.075
H -1.699 -0.959 0.740 0.067
H -2.098 -1.005 -0.986 0.079
H -1.531 1.502 -1.138 0.132
H -0.072 2.486 0.628 0.103
H 0.010 0.626 1.760 0.170
H 1.074 1.133 -1.084 0.134
H 0.435 -1.617 -0.349 0.090
H 0.550 -0.733 1.422 0.209
H 2.728 -2.011 -0.001 0.122
```

- net charge = 0
- energy above the lowest of the compared OMol25 structures with the same formula, charge and spin (kcal per mole) = 89.0
- E_HOMO (eV) = -9.702
- E (a.u.) = -309.7006

***

The following is a quantum chemistry calculation of 2 unconnected molecules or ions with the total composition C6H10O, from the OMol25 dataset.

Structure (XYZ):
```
17
Properties=species:S:1:pos:R:3:lowdin_charge:R:1
C 1.503 -0.525 -0.520 -0.073
C 0.687 0.361 0.408 -0.303
C 0.125 1.699 -0.153 -0.074
C -1.290 1.256 0.237 -0.233
O -1.899 0.501 -0.849 -0.029
C -1.501 -0.699 -0.424 0.022
C -0.768 -0.083 0.775 -0.211
H 1.711 -1.494 -0.053 0.073
H 2.460 -0.048 -0.760 0.079
H 0.972 -0.717 -1.459 0.078
H 1.247 0.545 1.331 0.135
H 0.473 2.586 0.382 0.114
H 0.247 1.856 -1.229 0.123
H -1.998 1.940 0.707 0.149
H -0.313 -3.625 0.051 0.029
H -0.706 -3.042 -0.204 -0.014
H -0.948 -0.510 1.762 0.136
```

- net charge = 0
- energy above the lowest of the compared OMol25 structures with the same formula, charge and spin (kcal per mole) = 106.3
- E_HOMO (eV) = -8.495
- E (a.u.) = -309.6730

***

Number 1 is which compound? C6H10O